57
Properties=species:S:1:pos:R:3:forces:R:3:lowdin_charge:R:1 method="wB97M-V/def2-TZVPD" total_charge=+1 de_lowest_kcal_mol=0.0 spin_multiplicity=2 e_homo_ha="-0.4063 / -0.4061"
Ru -0.262380 0.345585 -0.266050 0.042 0.261 0.776 1.324
O 3.872369 -0.285800 -3.347848 0.051 0.005 -0.023 0.049
C 2.892897 -1.231175 -3.548437 -0.063 -0.059 -0.012 -0.264
C 3.148860 -2.454304 -4.141832 0.018 0.030 0.008 -0.005
C 2.118058 -3.370421 -4.284409 -0.022 -0.007 0.002 -0.058
C 0.841713 -3.061513 -3.842111 0.025 0.003 -0.012 -0.058
C 0.599089 -1.828179 -3.257017 -0.035 0.033 -0.042 -0.029
C 1.616766 -0.903146 -3.098855 0.116 0.012 0.082 -0.115
C 1.426026 0.459412 -2.462618 -0.217 -0.109 -0.083 -0.309
O 0.087923 0.696897 -2.068394 0.178 -0.193 -0.443 -0.263
N 2.307137 0.686948 -1.300968 0.101 0.365 0.070 0.067
N 1.727653 0.537279 -0.085551 -0.156 -0.337 0.272 -0.140
C 2.407415 0.421577 0.998454 -0.111 0.068 -0.076 -0.125
C 1.794644 0.351728 2.314737 -0.022 -0.038 -0.261 -0.540
Br -0.137191 0.431226 2.328907 0.075 -0.145 -0.106 0.952
C 2.402945 0.191735 3.489865 -0.018 -0.001 0.038 -0.068
C 3.850081 0.166017 3.739980 0.021 -0.029 -0.047 -0.219
C 4.333024 -0.737330 4.687794 -0.008 -0.022 0.002 -0.023
C 5.689178 -0.818204 4.952733 0.007 0.010 -0.013 -0.059
C 6.577246 0.019426 4.291825 -0.016 0.006 -0.012 -0.064
C 6.102544 0.945883 3.373520 0.024 -0.014 0.011 -0.066
C 4.747178 1.020845 3.098348 -0.011 0.042 0.006 -0.050
H 4.695333 -0.575145 -3.756756 -0.008 -0.007 0.004 0.121
H 4.150114 -2.693164 -4.481919 0.001 0.000 0.004 0.121
H 2.318654 -4.330032 -4.741129 0.000 -0.001 0.004 0.113
H 0.040747 -3.779814 -3.945936 -0.003 0.004 0.001 0.112
H -0.394581 -1.580932 -2.915563 -0.016 0.013 0.010 0.090
H 1.684506 1.224866 -3.200466 0.026 0.019 0.051 0.159
H 3.249716 0.327183 -1.382514 0.024 -0.112 -0.085 0.136
H 3.488849 0.350068 0.950488 -0.014 0.022 -0.016 0.143
H 1.776833 0.025909 4.360228 -0.023 0.029 -0.011 0.119
H 3.640723 -1.389304 5.206210 0.001 0.001 -0.003 0.122
H 6.052633 -1.530735 5.680578 0.001 -0.002 -0.003 0.112
H 7.636220 -0.037347 4.504497 0.000 0.001 0.003 0.111
H 6.788466 1.622140 2.881125 0.001 0.001 0.004 0.110
H 4.384570 1.784307 2.420750 -0.019 -0.008 0.004 0.113
C -2.807446 -0.537733 -1.720294 0.003 -0.013 0.012 -0.029
O -2.362636 0.157475 -0.533906 -0.013 0.079 -0.045 -0.323
C -2.942653 1.460528 -0.334685 -0.012 -0.019 0.000 -0.141
C -2.020557 2.522452 -0.876506 0.062 -0.008 -0.001 -0.146
O -0.771549 2.368591 -0.163941 -0.016 0.020 -0.040 -0.371
C 0.211936 3.360539 -0.526218 -0.049 -0.021 0.014 -0.026
H -3.895783 -0.552741 -1.727039 0.000 -0.010 0.007 0.106
H -2.424009 -1.550404 -1.635968 0.021 0.004 -0.010 0.098
H -2.415472 -0.053674 -2.615061 -0.008 0.008 -0.001 0.098
H -3.060597 1.577230 0.742674 -0.021 0.008 -0.002 0.139
H -3.922531 1.508753 -0.808659 0.009 -0.003 -0.018 0.144
H -2.414330 3.521074 -0.682124 -0.007 -0.004 0.012 0.148
H -1.826451 2.396186 -1.944557 -0.017 0.007 -0.004 0.137
H -0.218025 4.346489 -0.358235 0.008 0.004 -0.002 0.108
H 0.496801 3.230481 -1.569600 0.010 0.009 -0.003 0.099
H 1.065096 3.207898 0.127462 0.009 0.002 -0.015 0.095
F 2.184890 -2.239079 -0.467284 -0.042 0.050 0.035 0.182
B 1.066368 -2.670157 0.196690 0.115 -0.058 0.066 -1.150
F 1.117229 -2.446015 1.545239 -0.017 0.053 -0.030 0.159
F 0.579878 -3.863604 -0.188495 -0.038 -0.007 -0.028 0.216
F -0.101816 -1.641678 -0.290662 0.055 0.058 -0.049 -0.162